No. 1
The following is a DFT calculation (the ωB97M-V functional and the def2-TZVPD basis) of a cluster of 5 separate species, C22H46FO14PS2Si in total.

Values from the calculation:
SMILES string ... C=C[Si@](S)(P(CC)CC)S(=O)(=O)F.CCOC(=O)OC.CCOC(=O)OC.CCOC(=O)OC.CCOC(=O)OC
Frontier orbital gap ... 0.223 Ha
Total charge ... 0

Each line ends with the Mulliken charge.
Element x y z (Å)
C (-0.860, -5.819, 3.921)  -0.5088
C (0.404, -5.414, 3.475)  -0.3336
Si (0.746, -5.308, 1.664)  0.1827
S (-1.079, -5.703, 0.562)  -0.3381
P (2.396, -6.657, 1.133)  0.0049
C (4.080, -5.919, 1.459)  -0.5028
C (5.125, -7.072, 1.392)  -1.0377
C (2.252, -7.311, -0.613)  0.0517
C (1.982, -6.240, -1.715)  -1.0085
S (1.356, -3.219, 1.196)  1.1066
O (1.326, -2.946, -0.256)  -0.5471
O (2.726, -2.977, 1.709)  -0.6297
F (0.354, -2.151, 1.929)  -0.2707
H (-1.642, -5.066, 4.110)  0.2670
H (-1.048, -6.902, 4.037)  0.3038
H (1.191, -5.146, 4.192)  0.4250
H (-1.228, -7.048, 0.764)  0.1649
H (4.342, -5.097, 0.781)  0.4087
H (4.081, -5.533, 2.487)  0.3617
H (5.070, -7.662, 0.471)  0.1678
H (5.093, -7.708, 2.285)  0.3145
H (6.119, -6.593, 1.419)  0.3677
H (3.233, -7.757, -0.850)  -0.2479
H (1.533, -8.138, -0.636)  0.4684
H (1.384, -5.385, -1.381)  0.2289
H (1.388, -6.735, -2.505)  0.3561
H (2.892, -5.884, -2.213)  0.2596
C (-0.451, -0.133, -0.369)  -0.8685
C (-1.611, 0.190, -1.289)  -0.3063
O (-2.646, 0.917, -0.607)  -0.3946
C (-2.395, 2.205, -0.402)  0.7888
O (-1.416, 2.808, -0.747)  -0.5489
O (-3.424, 2.725, 0.270)  -0.3548
C (-3.240, 4.093, 0.637)  -0.5640
H (-0.804, -0.649, 0.520)  0.2390
H (0.279, -0.761, -0.877)  0.3116
H (0.051, 0.776, -0.035)  0.2996
H (-2.072, -0.735, -1.633)  0.3091
H (-1.284, 0.739, -2.173)  0.3206
H (-2.991, 4.705, -0.228)  0.2494
H (-2.461, 4.174, 1.396)  0.2772
H (-4.179, 4.443, 1.059)  0.2349
C (-0.419, 6.408, -2.483)  -1.1790
C (0.354, 6.418, -1.180)  -0.0371
O (0.651, 7.756, -0.754)  -0.3650
C (-0.368, 8.415, -0.212)  0.7807
O (-1.477, 7.992, -0.029)  -0.5812
O (0.054, 9.643, 0.098)  -0.3550
C (-0.976, 10.487, 0.609)  -0.5286
H (0.113, 6.980, -3.246)  0.3628
H (-0.557, 5.386, -2.836)  0.3428
H (-1.401, 6.866, -2.362)  0.3014
H (1.315, 5.924, -1.322)  0.2847
H (-0.176, 5.878, -0.395)  0.2250
H (-1.484, 10.022, 1.452)  0.1754
H (-1.689, 10.726, -0.181)  0.2914
H (-0.507, 11.408, 0.947)  0.2809
C (-7.485, 14.140, 2.397)  -1.0982
C (-6.019, 14.354, 2.078)  -0.1738
O (-5.188, 13.398, 2.747)  -0.3620
C (-5.178, 12.181, 2.208)  0.7779
O (-5.770, 11.833, 1.224)  -0.5460
O (-4.393, 11.406, 2.958)  -0.3418
C (-4.362, 10.040, 2.540)  -0.6197
H (-7.642, 14.136, 3.477)  0.2914
H (-8.092, 14.930, 1.953)  0.3547
H (-7.836, 13.182, 2.015)  0.3140
H (-5.703, 15.332, 2.440)  0.2886
H (-5.834, 14.330, 1.003)  0.3075
H (-4.101, 9.954, 1.487)  0.2793
H (-5.325, 9.567, 2.734)  0.3166
H (-3.602, 9.534, 3.131)  0.2109
C (5.065, -14.033, -2.735)  -1.1080
C (3.711, -13.352, -2.733)  -0.1833
O (3.811, -11.982, -2.321)  -0.3542
C (4.284, -11.147, -3.242)  0.7133
O (4.605, -11.429, -4.362)  -0.5509
O (4.349, -9.930, -2.698)  -0.2336
C (4.934, -8.948, -3.555)  -0.6741
H (5.547, -13.925, -1.762)  0.2904
H (4.959, -15.094, -2.962)  0.3611
H (5.729, -13.589, -3.476)  0.3168
H (3.058, -13.836, -2.009)  0.2934
H (3.226, -13.420, -3.707)  0.3129
H (4.434, -8.916, -4.521)  0.3342
H (5.997, -9.152, -3.683)  0.3261
H (4.819, -7.980, -3.071)  0.1493

Cartesian forces, eV/Å:
0.44 0.36 -0.13
0.42 -0.67 -0.34
-0.11 -2.50 0.71
0.00 -0.08 -0.14
0.20 -1.02 0.07
0.07 -0.66 -0.31
0.46 0.96 0.21
0.87 1.35 -0.47
-0.61 -0.84 -0.49
3.48 2.80 -2.19
-1.23 -0.83 2.42
-3.00 -0.81 0.31
0.77 -1.04 -0.47
0.58 -0.48 2.07
-1.08 0.45 -1.88
-0.77 2.17 -0.15
0.49 0.65 0.17
-0.14 -0.20 0.16
-0.22 0.07 -0.34
-0.08 0.02 0.28
-0.30 -0.04 -0.39
-0.22 -0.25 -0.14
-0.33 -0.11 0.29
0.04 0.37 0.20
0.26 -0.16 0.06
0.21 0.28 0.15
-0.10 0.02 0.42
-0.05 0.35 0.09
0.48 -0.34 -0.16
-0.10 -0.04 -0.11
-0.31 -0.21 0.21
0.34 0.22 -0.19
-0.04 0.05 0.00
-0.09 0.29 0.13
-0.06 -0.13 -0.07
-0.06 -0.05 0.00
-0.01 0.02 -0.11
-0.22 0.10 0.10
-0.05 0.15 0.12
0.11 -0.05 0.02
0.06 0.04 -0.12
-0.05 -0.19 -0.03
-0.14 0.23 -0.04
-0.13 -0.56 -0.30
0.08 0.00 0.09
0.36 0.09 -0.11
-0.32 -0.12 0.09
-0.01 0.05 0.06
-0.14 0.34 0.11
0.08 -0.10 0.00
0.05 -0.01 0.05
0.00 -0.08 0.07
0.10 0.23 0.10
-0.07 0.15 0.01
-0.03 -0.07 -0.09
-0.08 -0.10 0.08
0.18 -0.10 -0.08
-0.04 -0.27 0.07
-0.40 0.38 -0.17
0.11 0.10 0.02
0.15 0.05 0.30
-0.15 -0.07 -0.29
0.08 -0.04 0.02
0.09 -0.36 -0.01
0.02 0.14 -0.01
0.04 0.02 0.02
0.04 0.05 -0.10
0.18 -0.13 0.13
0.01 -0.18 0.04
-0.13 0.03 -0.01
-0.01 0.04 -0.14
0.01 0.21 0.11
0.20 0.20 -0.03
0.04 -0.58 -0.08
-0.14 0.02 0.06
-0.03 0.04 0.34
0.06 -0.08 -0.32
-0.03 0.15 0.01
0.12 0.31 -0.08
-0.10 -0.09 0.04
-0.04 0.01 0.03
-0.09 -0.03 -0.06
-0.03 0.24 0.10
0.10 0.16 -0.02
0.06 -0.13 -0.01
-0.06 -0.04 -0.12
-0.08 -0.13 0.17

=====

No. 2
The following is a DFT calculation (the ωB97M-V functional and the def2-TZVPD basis) of a cluster of 4 separate species, C22H46N3O in total.

Values from the calculation:
Frontier orbital gap ... 0.335 Ha
Total charge ... +1

Each line ends with the Mulliken charge.
Element x y z (Å)
O (-6.551, -0.629, -2.199)  -0.2946
C (-6.175, -1.663, -2.495)  0.7516
N (-5.732, -2.782, -2.760)  -0.5320
C (-5.306, -3.545, -1.667)  0.2285
C (-6.122, -4.300, -0.895)  -0.3859
N (-5.296, -4.910, 0.035)  -0.0260
C (-4.052, -4.528, -0.168)  -0.1973
N (-4.014, -3.682, -1.192)  0.0825
H (-7.185, -4.410, -0.972)  0.4134
H (-5.606, -5.550, 0.751)  0.2258
H (-3.189, -4.848, 0.388)  0.4694
H (-3.237, -3.184, -1.610)  0.2626
C (-3.339, 3.203, -0.769)  -1.3382
C (-2.124, 2.479, -1.343)  -0.0839
C (-2.490, 1.338, -2.291)  -1.0392
C (-3.287, 0.202, -1.649)  -0.2160
C (-2.608, -0.462, -0.452)  -0.5437
C (-1.284, -1.134, -0.808)  -0.8565
H (-3.960, 2.538, -0.165)  0.2935
H (-3.024, 4.026, -0.127)  0.4042
H (-3.957, 3.618, -1.566)  0.3095
H (-1.496, 2.110, -0.527)  0.0077
H (-1.515, 3.199, -1.893)  0.4215
H (-1.573, 0.937, -2.733)  0.3115
H (-3.071, 1.740, -3.125)  0.4136
H (-3.486, -0.559, -2.418)  0.2062
H (-4.266, 0.574, -1.336)  0.4037
H (-3.288, -1.221, -0.042)  0.2380
H (-2.449, 0.263, 0.348)  0.4373
H (-1.427, -1.901, -1.580)  0.2995
H (-0.858, -1.618, 0.073)  0.4022
H (-0.553, -0.413, -1.172)  -0.0753
C (4.269, 1.744, -4.897)  -1.1831
C (4.816, 0.655, -3.980)  -0.4200
C (3.802, -0.446, -3.674)  -0.9107
C (2.549, 0.019, -2.931)  -0.4366
C (2.804, 0.710, -1.592)  -0.2383
C (3.481, -0.194, -0.565)  -1.0817
H (3.425, 2.269, -4.445)  0.2771
H (5.039, 2.487, -5.110)  0.3784
H (3.938, 1.323, -5.849)  0.2952
H (5.181, 1.104, -3.053)  0.2454
H (5.685, 0.198, -4.459)  0.3838
H (4.298, -1.233, -3.097)  0.3349
H (3.493, -0.916, -4.613)  0.4289
H (1.903, -0.851, -2.764)  0.2510
H (1.977, 0.697, -3.572)  0.3540
H (1.843, 1.041, -1.185)  0.1219
H (3.402, 1.613, -1.735)  0.3470
H (2.878, -1.085, -0.372)  0.2442
H (3.611, 0.333, 0.381)  0.2698
H (4.469, -0.515, -0.898)  0.3474
C (0.465, 0.243, 2.911)  -0.9860
C (0.545, 1.139, 4.142)  -0.5198
C (1.875, 1.881, 4.263)  -0.7398
C (3.103, 0.983, 4.419)  -0.3507
C (3.062, 0.034, 5.617)  -0.4806
C (3.001, 0.756, 6.960)  -1.2182
H (1.218, -0.546, 2.937)  0.3223
H (-0.514, -0.239, 2.853)  0.3344
H (0.609, 0.824, 1.996)  0.2260
H (0.355, 0.547, 5.041)  0.3002
H (-0.259, 1.879, 4.090)  0.3492
H (1.817, 2.572, 5.108)  0.3444
H (2.014, 2.506, 3.376)  0.3671
H (3.989, 1.620, 4.502)  0.4151
H (3.243, 0.394, 3.508)  0.0352
H (3.961, -0.587, 5.594)  0.3928
H (2.214, -0.652, 5.530)  0.2437
H (3.862, 1.414, 7.087)  0.2971
H (3.006, 0.036, 7.780)  0.3820
H (2.094, 1.355, 7.057)  0.2839

Cartesian forces, eV/Å:
-0.53 0.72 -0.32
0.56 -0.53 0.36
0.67 0.21 0.18
-1.08 0.04 -0.29
0.55 -0.09 0.09
-0.46 0.17 -0.26
0.93 -0.02 0.24
-0.99 0.06 -0.66
-0.08 -0.23 0.17
0.13 -0.04 0.07
0.00 -0.03 0.10
0.32 -0.17 0.33
0.11 -0.03 0.05
-0.12 0.05 -0.02
0.12 -0.03 -0.07
-0.12 0.03 0.08
0.03 -0.16 -0.19
-0.15 -0.02 0.33
-0.02 0.02 0.00
-0.04 0.01 0.00
-0.03 -0.02 0.01
0.02 -0.01 -0.02
0.04 -0.03 0.01
-0.02 -0.02 -0.01
-0.01 0.01 0.01
0.05 0.00 -0.02
0.01 0.04 -0.01
-0.03 0.09 0.12
-0.02 0.00 0.00
0.13 0.08 -0.10
0.08 -0.02 -0.05
0.03 -0.08 -0.10
0.09 0.02 0.09
-0.06 0.00 -0.12
0.05 -0.05 0.07
-0.07 0.09 -0.06
-0.05 -0.17 0.08
0.00 0.16 0.03
-0.01 0.00 -0.02
-0.03 0.01 -0.03
-0.03 0.01 0.01
0.00 -0.03 0.01
0.02 0.00 0.04
-0.02 0.00 0.01
0.01 0.02 -0.01
0.00 0.00 0.03
0.01 -0.01 -0.02
0.01 0.06 -0.02
-0.01 0.00 -0.04
0.03 -0.03 -0.02
0.01 -0.04 0.02
-0.01 -0.03 0.00
-0.11 -0.07 0.07
0.01 0.07 -0.11
0.02 0.03 0.06
-0.03 -0.07 -0.07
0.09 0.10 0.06
-0.06 -0.14 -0.02
0.02 0.01 -0.04
0.01 -0.01 -0.05
0.05 -0.02 -0.01
0.03 0.01 0.01
-0.01 -0.01 0.04
0.01 -0.01 0.00
-0.02 0.00 0.00
0.00 -0.01 0.02
0.00 0.02 -0.01
-0.03 -0.03 -0.02
0.00 0.00 -0.03
-0.02 0.04 0.00
0.01 0.04 0.03
0.02 0.03 0.01

=====

Listing HOMO for the structures above in their given order: -7.972 -12.435 eV.